Record 1
Here is a single C7H8O3 molecule in a non-equilibrium geometry from the Open Molecules 2025 dataset. Energies are from ωB97M-V/def2-TZVPD.

Calculated values
HOMO-LUMO gap in eV: 9.641
SMILES: C[C@](O)(C=O)c1ccoc1
2S+1: 1
E in eV: -13529.8292
Energy above the lowest of the compared OMol25 structures with the same formula, charge and spin in kcal per mole: 32.9
E_HOMO in eV: -8.86

Geometry (Å):
C 1.47 0.86 0.35
C 2.70 0.28 0.28
C 1.33 -1.19 -0.50
C 0.56 -0.11 -0.17
C -1.42 -1.03 0.91
C -1.47 1.40 -0.12
C -0.93 -0.01 -0.31
O -1.77 -2.14 0.65
O 2.63 -0.95 -0.24
O -1.39 -0.56 -1.51
H 1.24 1.83 0.72
H 3.67 0.65 0.55
H 1.08 -2.14 -0.93
H -1.32 -0.61 1.92
H -2.55 1.40 -0.28
H -1.01 2.05 -0.86
H -1.25 1.76 0.87
H -1.58 -1.50 -1.35

These are the natural (NBO) partial charges, in e, on atoms 1 to 8: atom 1 (C): -0.311, atom 2 (C): 0.095, atom 3 (C): 0.109, atom 4 (C): -0.164, atom 5 (C): 0.446, atom 6 (C): -0.627, atom 7 (C): 0.161, atom 8 (O): -0.534

---

Record 2
Here is a molecular structure, C7H9AlCl2NO4Tl in a non-equilibrium geometry from the Open Molecules 2025 dataset. Energies are from ωB97M-V/def2-TZVPD.

Calculated values
HOMO-LUMO gap (spin up / spin down) in eV: 4.139 / 4.202
2S+1: 1
E in eV: -53366.6819
Total charge: +4
Energy above the lowest of the compared OMol25 structures with the same formula, charge and spin in kcal per mole: 90.1
E_HOMO (spin up / spin down) in eV: -22.72 / -22.82

Geometry (Å):
Al -3.30 2.03 -0.11
Tl -0.11 -1.86 0.20
Cl -2.24 3.99 -0.38
Cl 0.16 -0.65 -2.03
C 2.29 -1.30 -2.24
C -2.39 0.49 0.97
C -3.72 1.00 -1.99
O 2.32 -0.64 -3.18
O -2.25 -0.22 1.90
O -4.19 0.50 -2.98
C 3.08 1.67 3.62
N 2.07 0.69 3.38
C 1.54 0.01 4.54
C 1.58 0.41 2.15
C 2.19 1.09 0.94
O 0.79 -0.59 2.12
H 3.18 1.92 4.68
H 2.93 2.63 3.15
H 4.07 1.38 3.29
H 0.45 0.05 4.56
H 1.82 -1.04 4.50
H 1.93 0.46 5.46
H 3.17 0.67 0.57
H 1.46 0.90 0.14
H 2.28 2.18 1.14

These are the natural (NBO) partial charges, in e, on atoms 1 to 8: atom 1 (Al): 1.647, atom 2 (Tl): 1.061, atom 3 (Cl): -0.227, atom 4 (Cl): -0.193, atom 5 (C): 0.623, atom 6 (C): 0.438, atom 7 (C): 0.442, atom 8 (O): -0.309

---

Record 3
Here is a single C7H9BO3 molecule in a non-equilibrium geometry from the Open Molecules 2025 dataset. Energies are from ωB97M-V/def2-TZVPD.

Calculated values
HOMO-LUMO gap (spin up / spin down) in eV: 7.464 / 8.794
2S+1: 1
E in eV: -14220.5458
Energy above the lowest of the compared OMol25 structures with the same formula, charge and spin in kcal per mole: 140.8
E_HOMO (spin up / spin down) in eV: -7.86 / -8.60

Geometry (Å):
B -1.72 -0.29 1.34
C 1.86 0.39 0.64
C 1.77 0.76 -0.62
C -0.27 -0.50 1.41
C 1.07 -0.47 1.48
C 0.77 0.31 -1.76
C -1.83 0.19 -1.09
C -0.46 -0.40 -1.38
O -2.49 -0.20 0.15
O -2.46 -0.21 2.44
O 1.92 -1.18 2.35
H 2.66 0.95 1.13
H 2.44 1.52 -1.06
H 0.55 1.33 -2.40
H 1.36 -0.39 -2.46
H -1.92 1.22 -1.10
H -2.48 -0.22 -1.94
H -0.29 -1.47 -1.17
H -3.30 -0.21 2.01
H 2.81 -1.14 2.02

These are the natural (NBO) partial charges, in e, on atoms 1 to 8: atom 1 (B): 0.955, atom 2 (C): -0.308, atom 3 (C): -0.108, atom 4 (C): -0.238, atom 5 (C): 0.225, atom 6 (C): -0.515, atom 7 (C): -0.118, atom 8 (C): -0.109

---

Record 4
Here is a molecular structure, C7H9BiCl2NO4Yb in a non-equilibrium geometry from the Open Molecules 2025 dataset. Energies are from ωB97M-V/def2-TZVPD.

Calculated values
HOMO-LUMO gap in eV: 3.807
2S+1: 2
E in eV: -79453.1841
Total charge: +4
Energy above the lowest of the compared OMol25 structures with the same formula, charge and spin in kcal per mole: 0.0
E_HOMO in eV: -21.87

Geometry (Å):
Bi -1.13 0.24 -4.86
Yb 1.23 0.10 -1.45
Cl -0.64 -1.43 -2.79
Cl 0.12 2.11 -2.50
C 2.16 2.38 -0.56
C 0.63 -1.23 -5.52
C 0.65 1.81 -5.71
O 2.33 3.48 -0.29
O 1.11 -2.28 -5.47
O 1.24 2.53 -6.37
C -1.08 -0.72 3.71
N -0.36 -0.95 2.46
C 0.40 -2.19 2.32
C -0.30 -0.04 1.49
C -1.06 1.25 1.52
O 0.43 -0.29 0.47
H -0.92 -1.59 4.35
H -2.16 -0.60 3.55
H -0.71 0.17 4.24
H 0.05 -2.77 1.47
H 1.47 -1.98 2.19
H 0.25 -2.76 3.24
H -0.35 2.08 1.44
H -1.73 1.30 0.64
H -1.65 1.37 2.43

These are the natural (NBO) partial charges, in e, on atoms 1 to 8: atom 1 (Bi): 1.894, atom 2 (Yb): 2.131, atom 3 (Cl): -0.442, atom 4 (Cl): -0.508, atom 5 (C): 0.414, atom 6 (C): 0.434, atom 7 (C): 0.438, atom 8 (O): -0.263

---

Record 5
Here is a gas-phase ion, C7H9Br2N4 (charge +1) in a non-equilibrium geometry from the Open Molecules 2025 dataset. Energies are from ωB97M-V/def2-TZVPD.

Calculated values
HOMO-LUMO gap in eV: 8.558
SMILES: CN(C)/C=[NH+]/c1nc(Br)cnc1Br
2S+1: 1
E in eV: -153442.7299
Total charge: +1
Energy above the lowest of the compared OMol25 structures with the same formula, charge and spin in kcal per mole: 0.0
E_HOMO in eV: -12.49

Geometry (Å):
C -5.23 -0.41 -0.61
C -2.71 -0.55 0.32
C -4.56 0.71 -0.12
C -3.47 -1.68 -0.06
C -0.49 0.26 0.04
C 1.61 0.84 -0.91
C 1.42 -1.08 0.57
N -4.70 -1.57 -0.48
N -3.29 0.65 0.33
N 0.78 0.02 -0.13
N -1.32 -0.67 0.57
Br -5.41 2.33 0.09
Br -2.73 -3.43 -0.01
H -6.32 -0.28 -0.93
H -1.05 0.95 -0.53
H 2.21 1.48 -0.17
H 2.37 0.37 -1.46
H 0.93 1.58 -1.42
H 1.21 -1.98 0.07
H 2.52 -1.08 0.67
H 1.04 -1.00 1.57
H -1.06 -1.47 1.21

These are the natural (NBO) partial charges, in e, on atoms 1 to 8: atom 1 (C): 0.013, atom 2 (C): 0.273, atom 3 (C): 0.076, atom 4 (C): 0.088, atom 5 (C): 0.397, atom 6 (C): -0.413, atom 7 (C): -0.441, atom 8 (N): -0.359

---

Record 6
Here is a single C7H9BrN2O2 molecule in a non-equilibrium geometry from the Open Molecules 2025 dataset. Energies are from ωB97M-V/def2-TZVPD.

Calculated values
HOMO-LUMO gap in eV: 9.186
SMILES: CC(C)/C(Br)=C1/NC(=O)N=CO1
2S+1: 1
E in eV: -84520.6817
Energy above the lowest of the compared OMol25 structures with the same formula, charge and spin in kcal per mole: 5.2
E_HOMO in eV: -8.83

Geometry (Å):
C 1.89 2.01 0.39
C 1.06 -0.03 0.04
C 3.45 0.39 -0.03
C -0.05 -0.76 0.18
C -1.93 0.10 -1.33
C -2.49 -0.92 0.97
C -1.41 -0.25 0.12
N 3.07 1.66 0.44
N 2.37 -0.47 -0.12
O 0.80 1.39 -0.08
O 4.53 0.01 -0.31
Br 0.01 -2.73 0.44
H 1.74 3.05 0.68
H -2.78 -0.48 -1.62
H -1.18 0.25 -2.22
H -2.31 1.09 -1.38
H -2.22 -1.91 1.01
H -3.38 -0.88 0.41
H -2.41 -0.67 2.03
H -1.22 0.69 0.60
H 2.48 -1.54 -0.23

These are the natural (NBO) partial charges, in e, on atoms 1 to 8: atom 1 (C): 0.449, atom 2 (C): 0.389, atom 3 (C): 0.768, atom 4 (C): -0.073, atom 5 (C): -0.616, atom 6 (C): -0.606, atom 7 (C): -0.300, atom 8 (N): -0.524